Formula: C2H8N2S2
Source: the Open Molecules 2025 dataset
Level of theory: ωB97M-V with the def2-TZVPD basis set

As for the expectation value of S²: 0.75. As for the charge: -1. For the HOMO energy (alpha / beta), the calculation gives -1.0 / -3.6 eV. As for the spin multiplicity: 2. The calculation puts the energy above the lowest of the compared OMol25 structures with the same formula, charge and spin at 0.0 kcal/mol. For the gap between HOMO and LUMO (alpha / beta), the calculation gives 4.88 / 7.12 eV.

Last column: Löwdin spin population.
Element x y z (Å)
C -3.31709 0.46559 0.07494  0.0357
S -1.52377 0.70552 0.20976  0.4584
S -0.93372 -0.25424 -1.87909  0.4590
H -3.75755 0.97007 0.92987  0.0165
H -3.72319 0.91925 -0.83221  0.0015
H -3.61744 -0.57792 0.11733  0.0002
H -1.42657 0.72930 -2.64042  0.0282
N 1.88248 -0.73155 1.38237  -0.0001
C 3.16284 -0.84238 0.91151  0.0000
N 4.14424 -0.04619 1.08291  0.0000
H 1.73947 -0.32646 2.29067  0.0010
H 1.04020 -1.07453 0.95270  -0.0007
H 3.32882 -1.74995 0.33030  0.0001
H 3.78533 0.81719 1.49368  0.0000

=====

Formula: C2H8N2S2
Source: the Open Molecules 2025 dataset
Level of theory: ωB97M-V with the def2-TZVPD basis set

For the HOMO energy (alpha / beta), the calculation gives -7.8 / -7.9 eV. The calculation puts the energy above the lowest of the compared OMol25 structures with the same formula, charge and spin at 84.7 kcal/mol. For the gap between HOMO and LUMO (alpha / beta), the calculation gives 7.62 / 8.05 eV.

Last column: Mulliken charge in e.
Element x y z (Å)
C 1.76134 0.58876 -0.16909  -0.7461
C -2.71892 -0.49758 -0.03246  -0.7802
N 2.91011 -1.80832 0.39358  -0.4937
N -1.23453 1.43192 0.56082  -0.4335
S 3.04551 -0.57173 -0.64785  0.1225
S -2.50643 1.21479 -0.29433  0.1317
H 1.59945 0.71834 0.82296  0.3372
H 0.79939 0.42850 -0.67847  0.2207
H 2.23680 1.46474 -0.60800  0.3122
H -3.76657 -0.67859 -0.07730  0.3276
H -2.36359 -0.92931 0.90328  0.3007
H -2.26100 -1.18116 -0.89586  0.2447
H 3.51015 -2.56260 0.15782  0.2413
H -1.01171 2.38224 0.56489  0.2149

=====

Formula: C2H8N3
Source: the Open Molecules 2025 dataset
Level of theory: ωB97M-V with the def2-TZVPD basis set

As for the charge: +1. For the HOMO energy, the calculation gives -15.5 eV. As for the SMILES: [H]/N=[N+](/C)NC. The calculation puts the energy above the lowest of the compared OMol25 structures with the same formula, charge and spin at 109.4 kcal/mol. For the gap between HOMO and LUMO, the calculation gives 10.18 eV.

Last column: Mulliken charge in e.
Element x y z (Å)
H -2.34142 -1.68234 0.35673  0.2931
N -2.20627 -0.70966 0.07214  -0.8279
N -1.08500 -0.19151 0.00823  1.1014
C -0.89798 1.22200 -0.10181  -0.7826
N 0.03619 -0.88588 -0.15658  -0.3290
C 1.37798 -0.51610 0.13925  -0.7465
H -0.33417 1.66764 0.77660  0.3767
H -1.91071 1.80484 -0.19102  0.3161
H -0.17185 1.35613 -0.87397  0.3764
H -0.13800 -1.83589 -0.03006  0.2523
H 1.69528 0.47694 -0.37268  0.2775
H 1.54059 -0.55756 1.26241  0.3163
H 1.93537 -1.22987 -0.26524  0.3762

=====

Formula: C2H8N3
Source: the Open Molecules 2025 dataset
Level of theory: ωB97M-V with the def2-TZVPD basis set

As for the charge: +1. For the HOMO energy, the calculation gives -14.2 eV. The calculation puts the energy above the lowest of the compared OMol25 structures with the same formula, charge and spin at 120.8 kcal/mol. For the gap between HOMO and LUMO, the calculation gives 9.14 eV.

Last column: Mulliken charge in e.
Element x y z (Å)
C 1.03290 -0.54649 -0.08023  -0.3478
C -0.32969 -1.07293 0.12656  -0.2752
N -1.38588 0.92713 -0.03392  -0.3740
N -1.35004 -0.33597 0.03621  -0.1291
N 1.18047 0.92561 0.09094  -0.6298
H 1.84239 -1.06042 0.45888  0.4180
H 1.10784 -0.69786 -1.28603  0.2917
H -0.38444 -2.08715 0.29973  0.4772
H -0.49912 1.34763 0.09809  0.3234
H -2.24539 1.47521 0.30879  0.3140
H -2.57013 -0.99664 -0.26424  0.4697
H 1.86202 1.06308 -0.61685  0.2629
H 1.73906 1.05881 0.86206  0.1989

=====

Formula: C2H8N3
Source: the Open Molecules 2025 dataset
Level of theory: ωB97M-V with the def2-TZVPD basis set

As for the charge: +1. For the HOMO energy, the calculation gives -15.1 eV. The calculation puts the energy above the lowest of the compared OMol25 structures with the same formula, charge and spin at 75.9 kcal/mol. For the gap between HOMO and LUMO, the calculation gives 10.51 eV.

Last column: Mulliken charge in e.
Element x y z (Å)
C -0.48800 -0.07584 0.01634  0.8398
C -1.79075 -0.82812 0.12147  -1.1144
N 0.50770 -0.85240 0.16274  -0.3676
N -0.56013 1.23011 -0.33202  -0.4072
N 2.18374 -0.15704 0.09502  -0.4737
H -2.53523 -0.39357 -0.58065  0.3571
H -2.18203 -0.58049 1.00411  0.3798
H -1.54896 -1.91640 -0.03510  0.3021
H -1.47083 1.55855 0.00616  0.2612
H 0.30484 1.76818 -0.39926  0.2074
H 2.47542 -0.57447 -0.77119  0.3429
H 2.36720 0.85723 0.23490  0.3398
H 2.63631 -0.68192 0.79455  0.3326

=====

Formula: C2H8N3
Source: the Open Molecules 2025 dataset
Level of theory: ωB97M-V with the def2-TZVPD basis set

As for the expectation value of S²: 2.01. As for the charge: +1. For the HOMO energy (alpha / beta), the calculation gives -11.4 / -14.6 eV. As for the spin multiplicity: 3. The calculation puts the energy above the lowest of the compared OMol25 structures with the same formula, charge and spin at 47.5 kcal/mol. For the gap between HOMO and LUMO (alpha / beta), the calculation gives 6.43 / 8.29 eV.

Last column: Löwdin spin population.
Element x y z (Å)
C 1.29745 0.18744 -0.09948  0.6879
C -1.27235 0.95720 0.62965  0.0468
N 2.30898 -0.35840 0.52520  0.0830
N -0.68892 -0.40403 0.53406  0.6765
N -1.14346 -1.08832 -0.45732  0.3596
H 1.36131 0.90264 -0.88465  0.0458
H -2.05000 1.09270 1.55794  0.0321
H -0.71556 1.86136 0.67206  0.0075
H -1.78999 1.02635 -0.36247  0.0037
H 3.33220 -0.05116 0.40123  0.0204
H -1.17151 -2.05356 -0.26010  0.0162
H -1.74010 -0.64609 -1.27979  0.0097
H 1.94563 -1.06923 1.16510  0.0108

=====

Formula: C2H8N3O
Source: the Open Molecules 2025 dataset
Level of theory: ωB97M-V with the def2-TZVPD basis set

As for the expectation value of S²: 0.75. For the HOMO energy (alpha / beta), the calculation gives -4.0 / -8.5 eV. As for the spin multiplicity: 2. The calculation puts the energy above the lowest of the compared OMol25 structures with the same formula, charge and spin at 8.1 kcal/mol. For the gap between HOMO and LUMO (alpha / beta), the calculation gives 4.62 / 9.16 eV.

Last column: Löwdin spin population.
Element x y z (Å)
C -0.37367 -0.59514 -1.85944  0.0016
N -0.82956 -0.10582 -3.03472  0.0003
O -0.36255 -0.04230 -0.77948  0.0047
H -0.33408 -1.70181 -1.88931  0.0004
H -1.35627 -0.71135 -3.63624  0.0001
H -0.78296 0.87595 -3.24873  0.0000
N -0.62655 0.76090 1.76029  0.2166
C 0.60884 0.39329 2.26523  0.5372
N 1.65283 -0.17357 1.53364  0.1630
H -0.73347 0.68706 0.75180  0.0070
H -1.20870 1.30670 2.32349  0.0054
H 0.77301 0.56847 3.31727  0.0406
H 2.08845 -0.97448 1.94837  0.0183
H 1.48466 -0.28790 0.54783  0.0048

=====

Formula: C2H8N3O
Source: the Open Molecules 2025 dataset
Level of theory: ωB97M-V with the def2-TZVPD basis set

As for the charge: +1. For the HOMO energy, the calculation gives -14.0 eV. As for the SMILES: NNC/[NH+]=C\O. The calculation puts the energy above the lowest of the compared OMol25 structures with the same formula, charge and spin at 75.4 kcal/mol. For the gap between HOMO and LUMO, the calculation gives 10.52 eV.

Last column: Mulliken charge in e.
Element x y z (Å)
N -1.00386 -1.29688 -0.04131  -0.6548
N -1.16366 0.02365 0.56317  -0.2533
C -0.46991 1.04666 -0.20559  -0.5580
N 0.97330 0.99192 0.10622  -0.1056
C 1.81340 -0.00949 0.22434  0.1714
O 1.48058 -1.16043 -0.01298  -0.4080
H -1.18399 -1.21716 -1.06793  0.2960
H -1.44386 -2.14011 0.50262  0.3086
H -2.07729 0.24381 0.94144  0.2631
H -1.00708 1.98663 -0.02367  0.3986
H -0.72716 0.78135 -1.21122  0.3880
H 1.40119 1.92261 0.04056  0.2679
H 2.93728 0.16696 0.23927  0.3457
H 0.47108 -1.33952 -0.05492  0.5405

=====

Formula: C2H8N3O2
Source: the Open Molecules 2025 dataset
Level of theory: ωB97M-V with the def2-TZVPD basis set

As for the charge: +1. For the HOMO energy, the calculation gives -14.5 eV. The calculation puts the energy above the lowest of the compared OMol25 structures with the same formula, charge and spin at 144.1 kcal/mol. For the gap between HOMO and LUMO, the calculation gives 10.10 eV.

Last column: Mulliken charge in e.
Element x y z (Å)
C -0.01874 -1.01247 0.43934  -0.1435
C -2.01257 0.45954 0.61649  -0.7162
N 2.45321 -0.51801 -1.38540  -0.1133
N -0.81569 -0.18333 1.07951  -0.0559
N 1.93147 0.04790 -0.47396  0.1898
O 3.25941 0.15096 -2.30482  -0.3834
O 1.93199 1.35149 -0.19009  -0.3813
H -0.13838 -1.28417 -0.63946  0.3074
H 0.50545 -1.60017 1.18342  0.3245
H -0.58623 -0.00303 2.03199  0.2954
H -2.15591 1.50148 1.12528  0.3009
H -1.86492 0.65340 -0.47121  0.2885
H -2.77478 -0.29388 0.75603  0.3392
H 3.74748 -0.38045 -2.90843  0.3702
H 2.63228 1.85140 -0.69838  0.3777

=====

Formula: C2H8N3S
Source: the Open Molecules 2025 dataset
Level of theory: ωB97M-V with the def2-TZVPD basis set

As for the charge: -1. For the HOMO energy, the calculation gives -3.1 eV. The calculation puts the energy above the lowest of the compared OMol25 structures with the same formula, charge and spin at 0.0 kcal/mol. For the gap between HOMO and LUMO, the calculation gives 7.19 eV.

Last column: Mulliken charge in e.
Element x y z (Å)
N 0.65278 -0.21332 1.39194  -0.4052
C 1.00106 1.07421 1.03557  0.6229
N 0.68585 1.37056 -0.25040  -0.3425
N 1.60439 1.93168 1.79152  -0.7914
H 0.58236 -0.37894 2.37965  0.1962
H -0.08550 -0.64376 0.82378  0.0625
H -0.12208 0.86593 -0.64840  -0.0009
H 0.81132 2.34162 -0.47147  0.2521
H 1.83909 1.50850 2.68408  0.1649
C -0.59190 -1.88591 -1.93652  -0.7413
S -1.65835 -0.84164 -0.91752  -0.7238
H -0.04374 -2.62487 -1.34552  0.2166
H -1.13773 -2.46123 -2.69551  0.2585
H 0.17649 -1.32518 -2.48730  0.2314

=====

Formula: C2H8N4
Source: the Open Molecules 2025 dataset
Level of theory: ωB97M-V with the def2-TZVPD basis set

For the HOMO energy, the calculation gives -9.0 eV. As for the SMILES: C/N=N/N(C)N. The calculation puts the energy above the lowest of the compared OMol25 structures with the same formula, charge and spin at 82.9 kcal/mol. For the gap between HOMO and LUMO, the calculation gives 10.14 eV.

Last column: Mulliken charge in e.
Element x y z (Å)
C -2.28478 -0.58191 -0.62076  -0.6370
N -0.90897 -0.17156 -0.61867  -0.0607
N -0.29118 -0.70832 0.34846  -0.4029
N 1.19006 -0.41755 0.21156  0.2345
C 1.36841 0.83049 -0.53200  -0.6560
N 2.06334 -0.63640 1.28703  -0.5396
H -2.50909 -0.81513 -1.73336  0.2308
H -2.89227 0.24556 -0.39141  0.2681
H -2.50983 -1.40855 0.14325  0.3054
H 1.36349 0.73982 -1.63001  0.2323
H 0.60664 1.57236 -0.32428  0.2864
H 2.36534 1.26522 -0.20193  0.3106
H 2.38200 -1.54585 1.36926  0.2168
H 1.73609 -0.40469 2.22181  0.2114

=====

Formula: C2H8N4
Source: the Open Molecules 2025 dataset
Level of theory: ωB97M-V with the def2-TZVPD basis set

For the HOMO energy, the calculation gives -8.9 eV. As for the SMILES: [H]/N=C(/N)NNC. The calculation puts the energy above the lowest of the compared OMol25 structures with the same formula, charge and spin at 104.4 kcal/mol. For the gap between HOMO and LUMO, the calculation gives 9.36 eV.

Last column: Mulliken charge in e.
Element x y z (Å)
H -2.69361 1.09297 -0.66638  0.2453
N -2.77851 0.16520 -0.08115  -0.6575
C -1.43998 -0.10345 -0.06074  0.3662
N -1.04000 -1.41357 0.01465  -0.5419
N -0.24922 0.70479 -0.34176  -0.4406
N 0.85516 0.03679 0.33436  -0.2902
C 1.95253 0.13770 -0.40294  -0.7981
H -1.79926 -1.80594 0.52013  0.3093
H -0.09907 -1.38742 0.81888  0.3944
H -0.47539 1.62098 0.40825  0.2978
H 0.78965 0.46226 1.20070  0.2410
H 2.27205 1.13889 -0.47115  0.3070
H 3.00892 -0.29699 0.02984  0.2373
H 1.69673 -0.35221 -1.30270  0.3301

=====

no.,calculated total energy (eV)
1,-26854.269
2,-26850.771
3,-6663.885
4,-6663.392
5,-6665.336
6,-6660.564
7,-8719.456
8,-8713.204
9,-10757.416
10,-17511.129
11,-8160.656
12,-8159.724